Record 1
Molecular formula: C30H50F7N4O14P2
Method: DFT, ωB97M-V/def2-TZVPD

Output
charge = +1
LUMO energy = -6.1 eV
max |F| = 9.9 eV Å⁻¹

Last column: Löwdin charge in e.
Atoms and positions in Å:
1 C 0.581435 7.210098 -3.906142  -0.083
2 C 1.126317 5.749772 -3.299352  -0.247
3 N 2.629372 5.591075 -3.383583  -0.145
4 C 3.105179 4.253119 -2.855292  -0.168
5 C 2.580886 2.964915 -3.784760  -0.077
6 C 1.215959 2.288973 -3.177717  0.026
7 N 1.034143 1.404510 -1.926899  0.162
8 C -0.405408 0.917856 -1.710668  0.062
9 C -0.619624 -0.061738 -0.430324  -0.036
10 O 0.493897 -0.708531 0.018390  0.057
11 C -1.983851 -0.339352 0.428770  -0.112
12 F -3.253765 -0.155607 -0.309010  0.026
13 F -1.941198 -1.810222 0.781003  0.024
14 C -1.996366 0.421531 1.918705  -0.071
15 F -0.820496 -0.075318 2.726663  0.047
16 F -3.213925 -0.125024 2.628399  0.035
17 C -2.097529 2.050209 1.826438  -0.100
18 F -2.836796 2.493434 3.067804  0.028
19 F -2.875897 2.580319 0.684755  0.034
20 C -0.666314 2.848530 1.850368  -0.144
21 O 0.415851 2.568995 1.117471  0.042
22 O -0.573647 4.050710 2.744971  0.018
23 N -1.288732 1.453891 -2.804178  0.019
24 N -2.639078 1.183200 -2.930919  0.021
25 C -3.482520 2.370025 -2.420580  -0.242
26 C -5.085117 2.281073 -2.064325  -0.017
27 O -2.893363 3.577261 -2.195077  -0.022
28 C -3.014527 0.858471 -4.362824  -0.226
29 C -3.824681 2.021795 -5.248816  -0.012
30 O -2.793111 -0.303200 -4.988896  0.034
31 C -0.343295 2.282490 -3.693579  0.086
32 F -0.758097 3.000051 -4.954874  -0.015
33 C 3.256565 6.762194 -2.645013  -0.303
34 C 2.759200 7.021725 -1.104354  -0.033
35 O 4.151266 7.549794 -3.265730  0.001
36 H 1.108513 7.371408 -4.949727  0.102
37 H -0.566780 7.010670 -4.163923  0.092
38 H 0.732122 8.099801 -3.154069  0.080
39 H 0.679557 5.538476 -2.222579  0.117
40 H 0.621554 4.934283 -4.006406  0.105
41 H 2.656790 4.030905 -1.771246  0.124
42 H 4.283185 4.255964 -2.749726  0.157
43 H 2.479064 3.365094 -4.890665  0.150
44 H 3.442050 2.139960 -3.824301  0.133
45 H 1.881944 1.187772 -1.352770  0.161
46 H -0.906439 4.854030 2.208163  0.159
47 H -5.758608 2.835701 -2.875413  0.114
48 H -5.236239 2.911250 -1.063501  0.117
49 H -5.468050 1.196551 -1.816887  0.106
50 H -3.333024 3.086680 -5.139316  0.097
51 H -3.825442 1.768547 -6.415246  0.127
52 H -4.922894 2.007497 -4.848124  0.087
53 H 2.066816 6.167306 -0.663466  0.074
54 H 2.068646 7.994362 -1.133631  0.107
55 H 3.686850 7.139735 -0.397235  0.105
56 O 4.877232 0.720869 -0.033805  -0.242
57 P 5.105351 -0.602415 0.736982  0.779
58 O 6.560111 -0.115479 1.353127  -0.251
59 C 6.551683 0.823320 2.413743  -0.294
60 C 6.049414 0.199860 3.702642  -0.078
61 O 5.650692 -1.391182 -0.625102  -0.256
62 C 4.975013 -1.173850 -1.858062  -0.299
63 C 5.792442 -0.236913 -2.733995  -0.075
64 O 5.360240 -2.080994 1.598224  -0.266
65 C 6.347316 -3.055705 1.272435  -0.282
66 C 7.772870 -2.644525 1.588789  -0.070
67 H 5.949870 1.692421 2.142088  0.104
68 H 7.582795 1.164313 2.553990  0.126
69 H 5.001719 -0.104459 3.605156  0.070
70 H 6.125487 0.910854 4.529748  0.083
71 H 6.622738 -0.695848 3.954928  0.074
72 H 3.965808 -0.783404 -1.690950  0.084
73 H 4.864528 -2.141106 -2.356641  0.121
74 H 6.113844 0.657580 -2.195571  0.071
75 H 5.219511 0.070370 -3.615951  0.065
76 H 6.704175 -0.739650 -3.071066  0.083
77 H 6.249157 -3.397021 0.237841  0.112
78 H 6.108867 -3.929362 1.889605  0.123
79 H 8.137409 -1.894460 0.882419  0.074
80 H 8.443356 -3.508780 1.519412  0.087
81 H 7.850536 -2.225512 2.595110  0.072
82 O -6.279836 -7.460858 2.964529  -0.204
83 P -6.048880 -5.939393 3.134923  0.780
84 O -4.687833 -5.934152 2.196526  -0.256
85 C -4.848355 -6.033025 0.792683  -0.295
86 C -5.431558 -4.759307 0.209800  -0.083
87 O -5.335257 -6.137081 4.627063  -0.263
88 C -5.904930 -7.067791 5.539870  -0.299
89 C -5.064705 -8.335156 5.573178  -0.075
90 O -5.790822 -4.239375 3.325314  -0.272
91 C -4.723621 -3.653619 4.065915  -0.285
92 C -3.359449 -3.771169 3.412790  -0.077
93 H -5.471105 -6.894502 0.544991  0.108
94 H -3.855915 -6.206552 0.363623  0.122
95 H -6.446548 -4.589016 0.584733  0.071
96 H -5.473378 -4.818740 -0.881128  0.078
97 H -4.833807 -3.888840 0.491971  0.064
98 H -6.945970 -7.287005 5.280929  0.104
99 H -5.913139 -6.605441 6.531101  0.117
100 H -4.846369 -8.713172 4.571803  0.071
101 H -5.569962 -9.122328 6.143786  0.080
102 H -4.098359 -8.131461 6.044666  0.076
103 H -4.705656 -4.013988 5.098547  0.113
104 H -4.967926 -2.587536 4.135301  0.114
105 H -2.974456 -4.792131 3.474938  0.077
106 H -2.637067 -3.120427 3.918754  0.081
107 H -3.399607 -3.489870 2.357543  0.055

Atomic forces in eV per Å
-0.206 -1.438 -0.401
-1.590 -0.146 -0.806
-0.253 0.354 1.257
-0.229 -0.611 1.261
0.741 0.217 0.071
-5.846 -2.199 0.794
-3.874 1.360 -3.568
2.491 1.506 -1.430
5.874 -2.950 1.475
-7.558 4.677 -3.189
-1.281 -3.097 0.367
4.098 -0.121 2.261
-0.109 4.813 -1.295
-1.164 -2.719 1.669
-3.920 2.247 -2.981
4.060 2.086 -2.507
-1.723 2.196 2.341
2.317 -1.519 -4.120
2.387 -2.072 3.131
6.140 1.730 -2.483
-7.765 0.910 4.511
-1.442 -2.160 -3.471
6.826 0.811 0.779
-1.309 1.732 -0.702
1.624 7.077 1.746
-0.042 0.033 0.721
-3.160 -8.330 -1.580
-0.437 -4.795 -6.065
0.293 -0.219 0.143
-0.721 7.374 5.205
2.534 0.494 0.072
1.042 -2.921 4.867
3.948 3.217 -2.136
-0.456 0.246 -0.273
-5.863 -5.237 4.145
-0.890 -0.079 2.343
2.466 0.748 0.848
-0.336 -1.783 -1.704
0.945 0.506 -1.916
1.291 1.669 1.456
0.991 0.541 -1.935
-2.532 -0.074 -0.508
-0.435 -1.038 2.289
-2.082 1.646 0.357
-1.309 -0.131 -0.103
0.621 -1.764 1.064
1.764 -1.413 1.604
0.687 -1.323 -2.263
0.910 2.104 -0.893
-1.068 -2.193 0.138
0.118 0.101 2.910
2.045 0.203 -0.849
1.611 1.592 -1.183
1.825 -1.976 0.202
-1.851 0.052 -1.557
-4.041 -0.729 2.499
9.038 -1.477 -3.874
-0.710 0.461 0.480
0.381 0.236 0.544
-0.033 -0.032 0.097
-1.358 -0.332 0.330
0.344 0.250 -0.429
0.144 0.016 -0.161
-3.695 2.013 0.898
0.572 -1.169 -0.418
0.137 0.471 -0.272
-0.002 0.081 -0.057
-0.112 -0.096 -0.189
-0.015 0.019 0.068
-0.041 -0.047 -0.089
-0.057 0.137 -0.037
0.116 0.017 -0.008
0.049 -0.004 0.142
-0.227 -0.084 0.070
0.089 -0.088 0.005
-0.163 0.032 -0.027
0.009 0.274 0.153
-0.311 0.302 0.118
-0.024 -0.078 0.122
-0.282 -0.021 0.021
-0.018 -0.115 -0.087
-3.930 2.408 -1.212
8.963 -1.793 3.249
-0.509 0.063 -0.813
0.289 0.078 -0.407
-0.095 0.113 -0.077
-1.238 0.765 -0.144
0.141 -0.684 0.234
0.146 -0.111 0.165
-3.576 -0.794 -1.383
0.436 0.546 0.794
0.185 -0.514 -0.058
-0.008 -0.080 -0.006
-0.074 -0.045 0.201
0.012 0.021 -0.079
-0.038 -0.033 0.076
-0.030 -0.104 -0.015
0.217 -0.043 -0.017
0.059 0.110 -0.110
-0.264 0.085 0.039
0.092 0.119 -0.060
-0.121 -0.010 0.029
-0.015 -0.149 -0.290
-0.308 -0.121 -0.225
-0.054 0.136 -0.054
-0.244 0.046 0.042
-0.020 0.022 0.114


Record 2
Molecular formula: C30H50N2NbO27S
Method: DFT, ωB97M-V/def2-TZVPD

Output
charge = -1
LUMO energy = 1.6 eV
max |F| = 2.4 eV Å⁻¹

Last column: Löwdin charge in e.
Atoms and positions in Å:
1 C 6.486347 -2.031932 -1.289277  -0.059
2 C 6.158512 -0.664919 -0.676520  -0.264
3 O 7.052105 0.365386 -1.090368  -0.142
4 C 6.360633 1.532236 -1.481401  -0.197
5 C 5.603078 2.213486 -0.335080  -0.202
6 O 4.535927 3.014884 -0.801523  -0.143
7 C 3.311348 2.285006 -0.862834  -0.178
8 C 2.144032 3.263764 -0.967222  -0.215
9 O 1.387943 2.993236 -2.127463  -0.270
10 C -0.020972 3.224932 -1.923357  -0.352
11 Nb -1.007953 1.207150 -1.781547  1.684
12 C -3.083918 2.147670 -1.439172  -0.329
13 C -3.967434 1.069096 -0.783879  -0.351
14 C -5.220410 1.680638 -0.136041  -0.215
15 S -5.994128 0.419427 0.930122  0.596
16 O -5.678518 0.651027 2.305359  -0.282
17 O -5.559260 -0.871104 0.469719  -0.306
18 O -7.591953 0.464278 0.681829  -0.175
19 C -1.371332 1.167996 -4.041979  -0.315
20 O -1.791440 -0.113522 -4.611925  -0.223
21 N -0.739261 -0.987434 -4.713980  -0.090
22 O -1.113179 -2.102515 -4.672682  0.015
23 O -1.764189 -0.782662 -1.632863  -0.298
24 C -1.440550 -1.366318 -0.547733  -0.543
25 N -1.559854 -1.765729 0.533586  0.143
26 H 7.092494 -2.677723 -0.658588  0.050
27 H 5.558709 -2.563906 -1.504107  0.076
28 H 6.986289 -1.878292 -2.246787  0.075
29 H 6.225355 -0.743206 0.408612  0.098
30 H 5.122276 -0.421012 -0.917632  0.118
31 H 5.670452 1.367331 -2.318061  0.127
32 H 7.117814 2.231985 -1.837664  0.120
33 H 6.283954 2.870694 0.211706  0.123
34 H 5.217718 1.496847 0.396508  0.112
35 H 3.317644 1.622577 -1.733029  0.119
36 H 3.164677 1.668192 0.029196  0.125
37 H 2.498622 4.301236 -1.023831  0.124
38 H 1.556101 3.177317 -0.048511  0.115
39 H -0.217193 3.780274 -1.008303  0.040
40 H -0.451798 3.770855 -2.754679  0.048
41 H 0.654211 0.405862 -1.894678  -0.083
42 H -0.900456 1.204642 0.058245  -0.068
43 H -2.952492 2.998241 -0.762506  0.038
44 H -3.497648 2.518442 -2.381329  0.031
45 H -4.264123 0.325144 -1.517668  0.098
46 H -3.391873 0.613973 0.021100  0.069
47 H -4.960680 2.507169 0.520277  0.103
48 H -5.943458 1.989432 -0.891484  0.098
49 H -7.691413 0.173885 -0.239701  0.083
50 H -0.404567 1.409419 -4.512093  0.049
51 H -2.066074 1.936436 -4.380885  0.030
52 C -2.997502 -4.745203 2.087028  -0.109
53 C -1.829442 -5.022739 1.183091  -0.128
54 O -1.583098 -6.423121 1.416976  0.048
55 C -2.735489 -6.975008 1.865113  -0.584
56 O -2.912661 -8.147366 1.995047  0.134
57 O -3.655070 -6.025859 2.148426  0.059
58 H -3.662270 -3.982552 1.690562  0.133
59 H -2.686982 -4.461039 3.092280  0.118
60 H -2.069735 -4.876076 0.129834  0.130
61 H -0.959372 -4.424621 1.432545  0.104
62 C -1.498100 -0.500066 4.732935  -0.120
63 C -2.298862 -0.270563 3.479063  -0.116
64 O -2.292424 1.160502 3.373964  0.055
65 C -1.214975 1.627296 4.034902  -0.577
66 O -0.823151 2.752030 3.992513  0.137
67 O -0.624444 0.638549 4.759105  0.053
68 H -0.936537 -1.427480 4.701345  0.096
69 H -2.115623 -0.485515 5.636084  0.128
70 H -1.829058 -0.699050 2.590130  0.089
71 H -3.317149 -0.645577 3.552546  0.129
72 C 6.219131 -4.842505 2.704266  -0.120
73 C 7.253331 -3.751750 2.518547  -0.115
74 O 6.510865 -2.729836 1.852107  0.032
75 C 5.195240 -2.910356 2.147375  -0.549
76 O 4.338280 -2.138377 1.890675  0.198
77 O 4.999519 -4.102064 2.779611  0.035
78 H 6.373168 -5.423885 3.610800  0.130
79 H 6.168268 -5.520771 1.850140  0.134
80 H 7.623930 -3.357558 3.466850  0.133
81 H 8.098327 -4.069357 1.912050  0.132
82 C 1.322617 -6.063569 4.578736  -0.113
83 C 2.378605 -4.995211 4.393137  -0.124
84 O 1.660560 -3.963362 3.720203  0.082
85 C 0.347504 -4.116564 4.001508  -0.548
86 O -0.497870 -3.327854 3.725814  0.149
87 O 0.119374 -5.293602 4.639053  0.063
88 H 1.456494 -6.644061 5.488456  0.130
89 H 1.261599 -6.745380 3.728313  0.135
90 H 2.748255 -4.603950 5.344064  0.136
91 H 3.221118 -5.330031 3.798524  0.112
92 C -0.481006 8.559544 -0.595450  -0.128
93 C 0.076679 7.491799 0.321727  -0.120
94 O -0.527370 6.305485 -0.188391  0.060
95 C -0.858834 6.522069 -1.485985  -0.546
96 O -1.219991 5.676521 -2.231154  0.156
97 O -0.711563 7.838027 -1.806174  0.059
98 H 0.211846 9.380794 -0.763403  0.128
99 H -1.431452 8.962076 -0.238673  0.130
100 H 1.161647 7.397188 0.243398  0.133
101 H -0.191427 7.641611 1.364593  0.132
102 C -6.246859 1.224824 -6.475052  -0.126
103 C -4.921908 0.850796 -5.848266  -0.118
104 O -4.448133 2.109618 -5.364153  0.046
105 C -5.516489 2.920218 -5.176980  -0.568
106 O -5.485055 3.969480 -4.624875  0.167
107 O -6.640552 2.364792 -5.708113  0.051
108 H -6.990945 0.435420 -6.400803  0.129
109 H -6.146116 1.522385 -7.521146  0.129
110 H -5.029853 0.167495 -5.004533  0.136
111 H -4.219102 0.423469 -6.558159  0.133

Atomic forces in eV per Å
-0.140 0.352 -0.440
0.107 -0.607 0.491
-0.279 -0.191 -0.278
0.081 0.529 0.046
0.003 0.238 0.212
0.035 -0.166 0.352
-0.092 0.321 -0.360
0.184 -0.017 -0.197
-0.237 0.404 0.180
-0.074 -1.897 0.305
0.082 0.841 -1.519
0.547 -0.245 0.523
0.135 0.937 0.239
-0.411 -0.511 0.024
1.767 -1.353 0.167
-1.006 0.952 0.076
-0.508 0.003 -0.747
0.414 0.609 0.043
0.130 -0.127 -0.141
-0.383 0.069 0.137
-0.095 0.156 0.395
0.022 -0.123 -0.423
1.520 0.202 -0.003
-2.270 0.717 -0.239
0.980 -1.019 0.501
0.183 0.173 0.054
-0.024 -0.048 0.081
0.078 -0.065 0.013
-0.178 0.037 0.036
0.042 0.198 -0.111
-0.048 -0.281 0.088
0.056 -0.083 -0.104
0.021 0.030 -0.043
0.105 -0.190 -0.113
-0.176 -0.003 -0.022
0.287 -0.012 0.051
0.276 -0.073 0.126
-0.275 -0.053 -0.172
0.048 0.184 -0.034
0.161 0.028 -0.194
0.184 -0.015 0.648
-0.376 -0.064 -0.064
-0.123 0.039 0.000
-0.026 0.019 -0.015
0.080 -0.257 0.154
-0.050 -0.377 -0.095
-0.116 0.058 0.023
-0.062 0.141 0.084
-0.210 -0.102 0.181
0.104 0.057 0.224
-0.186 -0.227 -0.194
-0.168 0.393 0.128
0.251 0.290 -0.194
-0.242 -0.038 0.121
-0.012 0.037 0.028
0.011 -0.041 0.011
0.248 -0.130 -0.107
-0.125 -0.139 -0.028
0.045 -0.049 -0.008
-0.011 -0.033 0.009
0.060 -0.095 -0.016
0.010 -0.214 0.249
-0.116 -0.389 -0.297
0.127 0.180 0.169
0.006 -0.142 -0.171
0.002 0.037 0.108
-0.167 0.127 -0.082
0.181 0.192 -0.025
-0.015 0.097 -0.019
0.014 0.080 0.078
-0.093 0.251 -0.050
0.079 -0.178 0.027
0.230 -0.045 0.000
-0.061 -0.359 0.292
-0.230 0.290 -0.125
0.004 -0.007 0.005
0.315 0.023 -0.053
-0.151 0.070 0.061
0.015 0.045 -0.029
-0.049 -0.014 0.020
-0.050 0.131 -0.125
0.065 -0.186 -0.005
0.186 -0.181 0.129
-0.123 -0.118 0.067
-0.005 0.091 -0.077
0.004 -0.149 0.083
0.092 0.072 -0.040
-0.183 0.087 0.073
-0.023 0.052 -0.035
-0.045 0.012 0.007
-0.055 0.164 -0.163
0.017 0.180 0.061
0.126 0.082 0.190
-0.038 0.154 -0.069
-0.030 -0.148 -0.021
-0.381 0.681 -0.106
0.056 -0.062 0.134
0.008 -0.054 -0.179
-0.008 -0.046 0.017
-0.006 0.004 -0.047
-0.100 -0.170 -0.010
-0.055 -0.128 -0.119
0.104 -0.291 -0.041
-0.223 0.096 -0.060
0.083 0.038 0.096
-0.044 0.017 -0.024
0.096 -0.046 0.003
-0.096 0.112 0.114
0.035 0.023 0.015
0.002 0.022 0.010
0.145 0.136 0.076


Q: Among the records above, which one has the lowest max |F|?
A: C30H50N2NbO27S


Q: Which value of LUMO energy does entry 1 give?
A: -6.1 eV